No. 1
The following is a DFT calculation (ωB97M-V/def2-TZVPD) of a 2-piece molecular cluster, CH2N2O2 overall.

Its HOMO energy (spin up / spin down) is -9.0 / -11.0 eV. The value obtained for the LUMO energy (spin up / spin down) is 0.772 / -0.995 eV. The relative energy (zero: lowest compared OMol25 entry of this formula, charge and spin) is 16.6 kcal/mol. The expectation value of S² is 2.0075. The total energy comes out at -299.16807 Ha. The gap between HOMO and LUMO (spin up / spin down) is 9.744 / 9.986 eV. As for the largest force on an atom: 2.92 eV/Å.

```
! wB97M-V def2-TZVPD RIJCOSX def2/J DEFGRID3
* xyz 0 3
C 2.11954 0.00810 0.13235
N -2.64207 0.77142 0.05513
N 1.13088 -0.67556 -0.01194
O 2.92825 0.79529 0.39460
O -1.42432 0.74043 0.00560
H 0.86234 -1.63821 -0.13958
H -2.97462 -0.00147 -0.43616
*
```



No. 2
The following is a DFT calculation (ωB97M-V/def2-TZVPD) of C8H16Cl2N2OTc as an isolated structure.

Its HOMO energy (spin up / spin down) is -7.1 / -7.9 eV. The value obtained for the LUMO energy (spin up / spin down) is 0.105 / -0.416 eV. The relative energy (zero: lowest compared OMol25 entry of this formula, charge and spin) is 42.2 kcal/mol. The expectation value of S² is 3.8256. The total energy comes out at -1500.26150 Ha. The gap between HOMO and LUMO (spin up / spin down) is 7.207 / 7.475 eV. As for the largest force on an atom: 5.79 eV/Å.

```
! wB97M-V def2-TZVPD RIJCOSX def2/J DEFGRID3
* xyz 0 4
Tc 0.86025 -0.53579 0.66313
Cl 0.20638 -2.63480 0.13559
Cl 1.48896 1.59638 1.61725
C 2.35960 -0.38412 -0.45471
H 3.05322 0.45401 -0.54827
H 2.69664 -1.15531 -1.14989
C -0.56477 0.53274 -0.41074
C 0.63594 0.31187 -1.12314
H -0.95876 1.09709 0.47595
C 0.69862 -0.53621 -2.44934
H 0.94757 1.30436 -1.45519
C -0.47952 -0.21798 -3.40594
H 1.66480 -0.32514 -2.90308
H 0.62990 -1.60656 -2.20611
C -1.75632 -0.13046 -2.58171
H -0.32187 0.73812 -3.92310
H -0.55931 -0.97755 -4.19291
C -1.52913 0.94220 -1.50628
H -2.64555 0.10495 -3.19380
H -1.93041 -1.09565 -2.09168
H -1.12323 1.84306 -2.00653
H -2.48195 1.21696 -1.07709
N 1.07160 -0.03829 4.14144
C -0.19772 -0.28408 3.73636
N -1.14154 -0.23752 4.73589
O -0.54209 -0.61582 2.57720
H 1.21079 0.26521 5.10311
H 1.73206 0.36253 3.47505
H -2.10406 -0.21925 4.39846
H -0.92012 0.22506 5.62005
*
```



No. 3
The following is a DFT calculation (ωB97M-V/def2-TZVPD) of an isolated ion of composition C7H13N4 and charge +1.

Its HOMO energy is -15.1 eV. Its SMILES is CCC[C@H](C#N)N=[N+]=NCC. The value obtained for the LUMO energy is -6.053 eV. The relative energy (zero: lowest compared OMol25 entry of this formula, charge and spin) is 169.5 kcal/mol. The total energy comes out at -493.07827 Ha. The gap between HOMO and LUMO is 9.073 eV. As for the largest force on an atom: 4.59 eV/Å.

```
! wB97M-V def2-TZVPD RIJCOSX def2/J DEFGRID3
* xyz 1 1
C 0.23220 -1.61736 -0.85932
C 0.84982 -1.50682 0.46646
C 3.73128 0.94836 -0.31571
C -3.96611 1.22297 -0.14610
C 2.15442 -0.76109 0.57620
C 2.25027 0.52867 -0.20893
C -3.32878 -0.18400 -0.00662
N -0.06386 -0.58754 1.15362
N -1.11369 -0.23119 0.77669
N -0.70530 -1.47507 -1.51198
N -1.93276 -0.06755 -0.04669
H 0.95232 -2.58351 0.77184
H 4.09375 1.02342 0.64475
H 3.97598 1.95467 -0.81279
H 4.16957 0.26787 -0.95124
H -4.85628 1.35841 -0.82677
H -4.26785 1.64207 0.89919
H -3.07578 1.73300 -0.56204
H 2.31562 -0.60341 1.60637
H 2.94135 -1.37044 0.26560
H 1.60673 0.41475 -1.18576
H 1.61458 1.18172 0.35778
H -3.82956 -0.57173 0.82507
H -3.74793 -0.71618 -0.90961
*
```



No. 4
The following is a DFT calculation (ωB97M-V/def2-TZVPD) of a 4-piece molecular cluster, C7H13N overall.

Its HOMO energy is -8.8 eV. The value obtained for the LUMO energy is 1.048 eV. The relative energy (zero: lowest compared OMol25 entry of this formula, charge and spin) is 147.0 kcal/mol. The total energy comes out at -329.03727 Ha. The gap between HOMO and LUMO is 9.893 eV. As for the largest force on an atom: 2.25 eV/Å.

```
! wB97M-V def2-TZVPD RIJCOSX def2/J DEFGRID3
* xyz 0 1
C -1.76198 -0.87449 0.66270
C -1.83852 1.80989 -1.01913
C -1.33052 0.49345 1.09533
C -1.37074 1.62385 0.39241
H -0.91549 0.53917 2.09746
H -1.01001 2.52718 0.87582
H -0.92233 -1.57080 0.73435
H -2.54403 -1.25434 1.32608
H -1.02772 2.19456 -1.64445
H -2.64646 2.54556 -1.05913
H -2.19662 0.88701 -1.47214
H -2.14126 -0.89690 -0.35750
C 2.28340 -1.06461 0.78171
C 1.68538 -0.24318 -0.74240
C 2.18944 -0.73524 -1.78768
N 1.95234 -0.73464 1.89543
H 2.15784 -1.14100 2.79430
H 3.07291 -2.03436 -0.21366
H 0.99401 0.48417 -0.36386
H 3.05054 -1.89487 -1.15074
H 2.31984 -0.66041 -2.84489
*
```



No. 5
The following is a DFT calculation (ωB97M-V/def2-TZVPD) of C30H61AsBiBr2Cl3F4GeN2O6P2Si2 as an isolated structure.

Its HOMO energy (spin up / spin down) is -10.0 / -10.0 eV. The value obtained for the LUMO energy (spin up / spin down) is -2.239 / -5.008 eV. The relative energy (zero: lowest compared OMol25 entry of this formula, charge and spin) is 50.3 kcal/mol. The expectation value of S² is 0.7538. The total energy comes out at -14457.78058 Ha. The gap between HOMO and LUMO (spin up / spin down) is 7.777 / 5.007 eV. As for the largest force on an atom: 3.46 eV/Å.

```
! wB97M-V def2-TZVPD RIJCOSX def2/J DEFGRID3
* xyz 1 2
Bi 0.85365 0.15551 -0.53163
C 3.57529 -1.01104 1.40571
N 3.28011 -1.49264 0.07898
C 4.47067 -1.31846 -0.79542
C 2.70551 -2.85585 0.08542
C 1.18968 -2.79129 0.34041
N 0.51467 -2.05810 -0.75553
C 0.43800 -2.80277 -1.95698
C 1.31147 -2.58096 -3.03802
F 2.06825 -1.45294 -2.98198
C 1.34679 -3.38984 -4.20419
F 2.02907 -3.01745 -5.29040
C 0.57761 -4.54463 -4.21513
C -0.27308 -4.77817 -3.15863
F -1.13656 -5.83336 -3.24689
C -0.34797 -3.90113 -2.09974
F -1.29902 -4.08417 -1.09269
H 4.58688 -1.23229 1.67118
H 3.37902 0.09679 1.50441
H 2.85228 -1.51075 2.08954
H 5.29967 -1.92473 -0.55844
H 4.12452 -1.56945 -1.78953
H 4.77202 -0.28223 -0.82343
H 3.03802 -3.37541 -0.83987
H 3.10042 -3.39558 0.99734
H 0.91164 -3.82674 0.42803
H 1.08021 -2.24548 1.26167
H 0.34980 -5.08324 -5.13558
Br -0.64616 5.26476 1.37284
C -0.76889 4.58966 -0.47209
Br -2.46687 4.91858 -1.31201
H -0.81665 3.49699 -0.43196
H 0.02774 5.11254 -0.96651
C 0.68491 3.44623 4.84120
C 1.23667 2.28070 4.06415
C 2.69356 2.13122 4.27349
O 0.56785 1.06033 4.52785
P 0.06019 0.03431 3.50952
O 0.91382 -0.18132 2.32329
C -1.60810 0.55933 3.00754
P -2.01566 -0.13668 1.37221
O -1.21931 0.42259 0.25024
O -1.84753 -1.72529 1.56205
C -2.85744 -2.83871 1.63190
C -3.92067 -2.82729 0.53366
C -3.33033 -2.91078 3.05821
O -3.59478 0.16527 1.28088
C -4.38967 1.44119 1.07174
C -3.63279 2.66229 1.61262
C -4.81696 1.61239 -0.37791
O -0.15418 -1.20833 4.34336
C 1.05561 -1.91229 4.87657
C 0.86860 -1.95846 6.42512
C 1.03985 -3.30527 4.19482
H 1.38845 4.31408 4.78318
H 0.53255 3.18066 5.87139
H -0.26059 3.78459 4.44275
H 1.07246 2.40862 2.97549
H 2.85907 2.16003 5.35384
H 3.13558 3.04025 3.79832
H 3.18592 1.20976 3.90390
H -1.63413 1.64554 2.91575
H -2.42306 0.26055 3.69990
H -2.17811 -3.70331 1.40295
H -4.56055 -1.93007 0.48664
H -4.58704 -3.68509 0.60871
H -3.46046 -3.01254 -0.47762
H -4.02280 -2.11755 3.25127
H -2.46496 -2.86774 3.80020
H -3.88799 -3.86380 3.22509
H -5.23557 1.23608 1.75311
H -2.62942 2.81794 1.19013
H -3.64419 2.53607 2.68594
H -4.21412 3.58129 1.38489
H -4.23618 2.29781 -1.02172
H -5.80042 1.92395 -0.29847
H -4.86740 0.63277 -0.84871
H 1.91900 -1.33317 4.64211
H -0.09604 -2.32126 6.71451
H 1.03071 -0.95203 6.82549
H 1.50175 -2.62661 6.91311
H 0.14498 -3.80074 4.59760
H 1.83006 -4.03947 4.48497
H 0.93023 -3.24036 3.07366
Cl 3.16925 5.93151 -0.77893
Ge 3.23971 4.20490 0.53605
Cl 4.82034 4.26730 1.92785
Cl 3.54318 2.29161 -0.52496
C -2.67964 -0.47017 -2.53279
Si -1.64887 0.57577 -3.90027
C -0.94932 -0.48861 -5.22032
C -2.70515 1.97444 -4.59125
As 0.01768 1.62505 -2.61049
Si 1.65703 2.23730 -4.15847
C 2.41857 3.74200 -3.54789
C 3.11283 1.09553 -4.47501
C 0.79655 2.41355 -5.77185
H -3.71443 -0.51455 -2.94769
H -2.60329 0.01071 -1.57867
H -2.27464 -1.45298 -2.52355
H -0.95942 0.05900 -6.17077
H -1.58545 -1.40940 -5.28516
H 0.12007 -0.74432 -5.13125
H -3.55425 1.39809 -5.02731
H -2.24147 2.51456 -5.41570
H -3.10532 2.62761 -3.84696
H 3.22064 3.60282 -2.80983
H 1.66084 4.49564 -3.23288
H 2.88446 4.17585 -4.43449
H 3.85008 1.34890 -3.73918
H 3.44322 1.38201 -5.47984
H 2.90886 0.00952 -4.42062
H -0.09108 3.03038 -5.79135
H 0.57039 1.46532 -6.21961
H 1.48949 2.97685 -6.35656
*
```



No. 6
The following is a DFT calculation (ωB97M-V/def2-TZVPD) of C15H13BNO4PTl as an isolated structure.

Its HOMO energy is -17.3 eV. The value obtained for the LUMO energy is -15.259 eV. The total energy comes out at -1472.62274 Ha. The gap between HOMO and LUMO is 2.013 eV. As for the largest force on an atom: 3.34 eV/Å.

```
! wB97M-V def2-TZVPD RIJCOSX def2/J DEFGRID3
* xyz 3 1
N 6.04720 1.18457 -1.09376
P 5.32200 0.44871 0.12190
C 3.57110 0.97679 0.05260
C 3.29767 1.92376 -0.93293
C 2.00748 2.38344 -1.10823
C 1.01350 1.88107 -0.30193
C 1.27367 0.92474 0.70554
C 2.57499 0.47822 0.88239
C 0.08199 0.51279 1.49996
O 0.06017 0.35498 2.70025
C -1.16803 0.36062 0.69754
C -2.05205 -0.61808 0.90260
C -3.23957 -0.69317 0.08479
C -4.21655 -1.70491 0.28359
B -3.61016 -3.23954 0.07250
O -4.25829 -3.98821 -0.82417
O -2.54793 -3.59837 0.82584
C -3.43717 0.31412 -0.93876
C -2.54420 1.28441 -1.13590
C -1.39546 1.32269 -0.33022
C -0.36776 2.36654 -0.49960
O -0.67381 3.50129 -0.74203
H 6.50966 0.55290 -1.74629
H 5.36546 -0.94763 0.10326
H 5.81417 0.82007 1.37790
H 4.09474 2.30063 -1.55148
H 1.79149 3.11744 -1.86389
H 2.86522 -0.26136 1.64247
H -1.89975 -1.34187 1.68171
H -5.03904 -1.57295 -0.40467
H -4.60054 -1.65567 1.31902
H -3.72459 -4.33005 -1.55140
H -1.97462 -4.21492 0.35598
H -4.33077 0.26465 -1.53739
H -2.69499 2.03134 -1.89612
Tl 2.08474 -1.13904 3.14895
*
```



Question: Which value of largest force on an atom does entry 2 give?
Answer: 5.79 eV/Å



Question: Among the records above, which one has the lowest largest force on an atom?
Answer: C7H13N